C31H43Cl2OP3PtS | wB97M-V/def2-TZVPD

Summary:
Energy above the lowest of the compared OMol25 structures with the same formula, charge and spin ... 2.1 kcal/mol
Multiplicity ... 5
Charge ... +2
DFT total energy ... -3743.5138 a.u.
<S²> ... 6.023
LUMO energy (alpha / beta) ... -4.58 / -9.00 eV
Orbital gap (alpha / beta) ... 4.75 / 3.47 eV
Maximum force ... 0.067 hartree/bohr

```
82
C31H43Cl2OP3PtS | the Open Molecules 2025 dataset | wB97M-V/def2-TZVPD
P 1.36529 1.34912 -2.53090
C 3.04880 1.54210 -3.23222
C 3.49908 0.88125 -4.38746
H 2.84684 0.18222 -4.91256
C 4.78728 1.12828 -4.87250
H 5.11796 0.62896 -5.78557
C 5.64126 2.00521 -4.19601
H 6.64442 2.19331 -4.57909
C 5.20633 2.63834 -3.02295
H 5.86967 3.32272 -2.49252
C 3.92536 2.40123 -2.53272
H 3.58170 2.88056 -1.61527
C 0.69984 -0.05291 -3.51002
C 1.01426 -1.35227 -3.05410
H 1.60741 -1.47098 -2.14537
C 0.58741 -2.46411 -3.77480
H 0.85532 -3.46511 -3.43334
C -0.17591 -2.30068 -4.93801
H -0.50899 -3.17272 -5.50089
C -0.51411 -1.01568 -5.37539
H -1.11162 -0.87823 -6.27811
C -0.08847 0.10758 -4.66007
H -0.36678 1.10566 -5.00178
C 0.48018 2.78538 -3.25253
C 1.01217 3.59374 -4.27049
H 2.01511 3.40548 -4.65634
C 0.25090 4.64100 -4.79866
H 0.66657 5.25049 -5.60241
C -1.02996 4.90230 -4.30177
H -1.62130 5.71870 -4.71768
C -1.55105 4.11726 -3.26473
H -2.55175 4.31600 -2.87771
C -0.79668 3.07851 -2.72425
H -1.18847 2.48623 -1.89406
Pt 0.13543 -0.49341 3.47553
C -1.69591 -1.23930 2.99139
C -2.13240 -1.36440 1.72748
H -2.32440 -1.55554 3.83488
C -1.26196 -0.81251 0.60269
O -2.01401 0.22663 -0.06508
H -1.46908 0.63502 -0.76660
C -0.05161 -0.27439 1.23701
H -1.01421 -1.60414 -0.13015
C 0.85571 0.47019 1.68386
Cl -0.42755 -1.34847 5.65125
Cl 2.24643 0.37983 4.32942
P 1.49470 -2.43457 3.44590
C 2.39019 -2.86082 4.97737
H 1.66345 -3.04066 5.77681
H 3.01710 -2.00866 5.26369
H 3.01117 -3.75145 4.80695
C 0.48121 -3.88278 3.03666
H -0.01472 -3.71989 2.07300
H -0.28374 -4.00720 3.81131
H 1.11693 -4.77540 2.98095
C 2.76291 -2.32113 2.14934
H 3.41124 -1.46451 2.36544
H 2.28417 -2.16936 1.17547
H 3.34931 -3.24868 2.13400
P -3.78110 -2.06388 1.37279
C -4.34977 -2.96285 2.80788
C -3.53437 -3.15017 -0.03096
H -4.47335 -2.27989 3.65890
H -3.63168 -3.74855 3.07905
H -5.31825 -3.42390 2.56618
H -3.11755 -2.57945 -0.86895
H -4.50215 -3.57979 -0.31585
H -2.84231 -3.95347 0.24861
C -4.87958 -0.71215 0.96021
H -5.02587 -0.08322 1.84666
H -5.84393 -1.12130 0.63271
H -4.42034 -0.11376 0.16477
H 1.64725 1.17739 1.49043
C -2.19069 3.34715 4.63111
S -0.84177 2.17217 4.33747
C -0.17317 2.12549 6.01161
H -2.82247 3.33859 3.73784
H -1.77538 4.35554 4.76231
H -2.78071 3.05668 5.50537
H 0.22525 3.12661 6.23732
H -0.95460 1.85995 6.73252
H 0.63806 1.38943 6.05580
```

Atomic partial charges in e from the Löwdin method, atoms 1 to 4: 1.24, -0.37, -0.06, 0.11

---

C5H8O | wB97M-V/def2-TZVPD

Summary:
Energy above the lowest of the compared OMol25 structures with the same formula, charge and spin ... 104.4 kcal/mol
Multiplicity ... 1
DFT total energy ... -270.3916 a.u.
LUMO energy ... 0.64 eV
Orbital gap ... 9.07 eV
Maximum force ... 0.021 hartree/bohr

```
14
C5H8O | the Open Molecules 2025 dataset | wB97M-V/def2-TZVPD
O -0.51319 -1.61915 -0.80368
C 0.38091 -2.50954 -1.14244
C -0.07010 -1.00722 0.43828
C -0.61785 0.37611 0.44545
C 0.28043 1.46984 0.94099
C -0.02040 1.35628 -0.52416
H 0.36284 -2.46622 -2.24937
H -0.33184 -1.63727 1.29100
H 1.01981 -0.96582 0.35801
H -1.68463 0.45605 0.62809
H -0.16486 2.27633 1.51094
H 1.27656 1.18223 1.26898
H -0.68713 2.08349 -0.97679
H 0.76944 1.00489 -1.18530
```

Atomic partial charges in e from the Löwdin method, atoms 1 to 4: -0.15, 0.05, -0.19, -0.29

---

C21H21ClN2O6S2 | wB97M-V/def2-TZVPD

Summary:
Energy above the lowest of the compared OMol25 structures with the same formula, charge and spin ... 8.3 kcal/mol
Multiplicity ... 1
SMILES ... COc1ccc(NS(=O)(=O)c2ccc(OC)c(N(C)S(=O)(=O)c3ccc(Cl)cc3)c2)cc1
DFT total energy ... -2630.3106 a.u.
LUMO energy ... 0.34 eV
Orbital gap ... 8.77 eV
Maximum force ... 0.025 hartree/bohr

```
53
C21H21ClN2O6S2 | the Open Molecules 2025 dataset | wB97M-V/def2-TZVPD
C 0.31038 -4.60923 -2.40798
H -0.41358 -5.42925 -2.43465
O -0.29324 -3.37691 -2.72392
C -1.30916 -2.92832 -1.93111
C -1.77943 -3.57460 -0.79182
C -2.80192 -3.01548 -0.04616
C -3.36510 -1.80020 -0.41455
C -2.90319 -1.15966 -1.56167
C -1.89234 -1.71955 -2.31334
H -1.52860 -1.23275 -3.20422
H -3.34275 -0.22028 -1.86497
N -4.36979 -1.23948 0.38578
S -3.96731 -0.85322 1.98071
O -5.07468 -0.09855 2.48220
O -3.57337 -2.05112 2.65127
C -2.55538 0.21127 1.73158
C -2.72529 1.57537 1.68170
C -1.64670 2.37689 1.33610
C -0.42126 1.80822 1.01574
C -0.24732 0.40916 1.10695
C -1.33349 -0.37744 1.46317
H -1.25078 -1.44590 1.55586
N 1.00525 -0.12154 0.81346
S 2.34963 0.57602 1.58303
O 3.27756 -0.48817 1.83448
O 1.93417 1.37550 2.69382
C 3.11686 1.60555 0.32787
C 3.01673 1.27728 -1.00957
C 3.67582 2.04731 -1.95265
C 4.43625 3.13144 -1.53511
C 4.54410 3.45537 -0.18967
C 3.87715 2.68115 0.74514
H 3.93090 2.90341 1.79888
H 5.14184 4.29920 0.11724
Cl 5.25718 4.09215 -2.70673
H 3.60565 1.81176 -3.00287
H 2.41568 0.43532 -1.31132
C 1.11668 -1.53095 0.50618
H 0.87214 -2.16629 1.36151
H 0.45460 -1.76556 -0.32800
H 2.15173 -1.71943 0.23250
O 0.65300 2.50673 0.56370
C 0.64204 3.91334 0.68728
H 0.47205 4.21496 1.72349
H -0.11340 4.36480 0.03682
H 1.63141 4.23998 0.37084
H -1.77934 3.44553 1.29601
H -3.68928 1.99677 1.91603
H -4.85099 -0.45931 -0.03729
H -3.16017 -3.50416 0.84467
H -1.36001 -4.51559 -0.47411
H 1.06481 -4.77109 -3.17613
H 0.79428 -4.58044 -1.42621
```

Atomic partial charges in e from the Löwdin method, atoms 1 to 4: -0.09, 0.10, -0.09, -0.30

---

C16H24N2SiZn | wB97M-V/def2-TZVPD

Summary:
Energy above the lowest of the compared OMol25 structures with the same formula, charge and spin ... 0.0 kcal/mol
Multiplicity ... 1
Charge ... -2
DFT total energy ... -2802.3194 a.u.
LUMO energy ... 5.19 eV
Orbital gap ... 3.89 eV
Maximum force ... 0.060 hartree/bohr

```
44
C16H24N2SiZn | the Open Molecules 2025 dataset | wB97M-V/def2-TZVPD
C -0.85535 1.10464 -2.05707
C 0.52773 0.89907 -2.33378
C 1.29760 1.62433 -1.37151
C 0.37906 2.32615 -0.51492
C -0.96111 1.97491 -0.92751
Zn 0.14504 0.17521 0.18273
N -1.32024 -1.22894 0.09594
C -0.43847 -2.39048 -0.01887
C 0.78491 -1.72094 -0.61005
H 2.38092 1.75234 -1.36672
H 0.93218 0.30501 -3.15268
H 0.64195 3.11513 0.18636
H -1.87962 2.40039 -0.52134
H -1.69285 0.71365 -2.63500
H 0.71972 -1.63394 -1.70038
H -0.92047 -3.14700 -0.66936
H -1.93704 -1.39611 0.89394
H 1.75345 -2.07041 -0.26193
H -0.14448 -2.88940 0.93476
C -0.93928 3.05064 2.44135
Si -0.15389 1.58191 3.30280
C 1.34138 2.13994 4.28806
C -1.52178 0.92082 4.39659
N 0.46870 0.34206 2.22398
C 0.99546 -0.83732 2.67640
C 2.27569 -1.28641 2.21333
C 2.83955 -2.45356 2.71642
C 2.13792 -3.24216 3.63672
C 0.84892 -2.86989 4.03130
C 0.26375 -1.71025 3.54056
H -1.41525 3.66402 3.22230
H -1.72018 2.75544 1.72731
H -0.20607 3.69258 1.93957
H 1.08221 2.91863 5.01845
H 1.79094 1.29566 4.82926
H 2.10356 2.54414 3.60602
H -2.34794 0.51796 3.79382
H -1.18178 0.14520 5.09296
H -1.92090 1.74940 4.99916
H 2.79326 -0.67599 1.46438
H 3.83567 -2.74657 2.38548
H 2.58999 -4.15019 4.03732
H 0.28553 -3.48331 4.73277
H -0.76127 -1.43918 3.80217
```

Atomic partial charges in e from the Löwdin method, atoms 1 to 4: -0.20, -0.23, -0.22, -0.25

---

C14H15NO2S | wB97M-V/def2-TZVPD

Summary:
Energy above the lowest of the compared OMol25 structures with the same formula, charge and spin ... 22.2 kcal/mol
Multiplicity ... 1
SMILES ... C/C(NCCc1ccccc1)=C1/C(=O)CSC1=O
DFT total energy ... -1145.9050 a.u.
LUMO energy ... 0.18 eV
Orbital gap ... 8.87 eV
Maximum force ... 0.069 hartree/bohr

```
33
C14H15NO2S | the Open Molecules 2025 dataset | wB97M-V/def2-TZVPD
O 1.25019 -0.46741 3.88228
O -2.61754 0.56981 1.82447
S -0.82209 -1.95639 4.11940
C 0.22470 -0.78087 3.34150
C -1.76391 -0.11707 2.37479
C -0.35373 0.07463 2.32251
C 0.33066 0.83479 1.40175
C 1.21002 -2.25343 -2.54948
C 0.26295 -2.11645 -1.55475
C 1.61421 -1.16038 -3.34006
C -0.33156 -0.87825 -1.38799
C 0.95799 0.10471 -3.16839
C -0.03307 0.24158 -2.17870
N -0.48209 1.60143 0.53580
C -2.28135 -1.24195 3.22672
C 1.80855 0.75188 1.16935
C -0.68994 1.56785 -1.90401
C -0.08726 2.26713 -0.67951
H 1.73864 -3.20123 -2.63480
H -0.04705 -2.96976 -0.94318
H 2.40416 -1.29824 -4.06156
H -1.10628 -0.75348 -0.63654
H 1.19561 0.93860 -3.78711
H -1.47074 1.60503 0.75277
H -2.74144 -1.97923 2.60439
H -3.00532 -0.79836 3.92094
H 2.28316 -0.09558 1.62954
H 1.99633 0.56757 0.14789
H 2.36068 1.64499 1.44374
H -0.58351 2.27467 -2.72269
H -1.74959 1.31656 -1.73856
H 0.99391 2.40936 -0.78388
H -0.46532 3.29752 -0.62662
```

Atomic partial charges in e from the Löwdin method, atoms 1 to 4: 0.01, 0.04, 0.99, -0.72